(1)
# C17H30FN3O6S

The molecule C17H30FN3O6S (ωB97M-V/def2-TZVPD, the OMol25 dataset).

* molecular weight: 423.507 u
* highest occupied orbital energy: -9.673 eV
* max |F|: 0.65 eV/A
* LUMO level: 0.22 eV
* energy: -48424.31123 eV
* Kohn-Sham gap: 9.891 eV
* structure (SMILES): C[C@@H](CC(=O)N1CC(F)(C(=O)N(CCS(=O)(=O)O)CC(N)=O)C1)CC(C)(C)C
* energy above the lowest of the compared OMol25 structures with the same formula, charge and spin: 78.4 kJ/mol

CARTESIAN COORDINATES (ANGSTROEM)
S1 -3.653 1.921 3.548
F1 1.963 -2.332 3.116
O1 -4.051 2.826 2.519
O2 0.626 0.555 3.429
O3 -4.600 1.170 4.294
O4 0.146 -3.333 4.952
O5 -2.799 2.753 4.606
O6 1.489 -2.091 -1.792
N1 -0.229 -4.574 3.097
N2 -0.940 -1.064 3.427
N3 1.633 -1.231 0.276
C1 0.638 1.019 -2.655
C2 -1.392 -2.443 3.363
C3 -1.685 1.415 -3.407
C4 0.313 -0.589 3.150
C5 2.237 -0.599 1.450
C6 2.068 0.526 -2.888
C7 1.287 -1.443 2.319
C8 2.636 0.008 -1.568
C9 -0.391 -3.475 3.880
C10 3.010 1.573 -3.479
C11 1.874 -1.197 -1.059
C12 -0.047 0.500 -5.037
C13 0.084 2.890 -4.300
C14 -1.859 -0.084 3.996
C15 -2.443 0.810 2.908
C16 -0.221 1.456 -3.857
C17 0.717 -2.074 1.021
H1 -0.647 3.219 -5.042
H2 0.392 -5.289 3.437
H3 1.069 2.990 -4.753
H4 -2.658 -0.596 4.528
H5 3.679 -0.297 -1.705
H6 -1.676 1.418 2.428
H7 0.916 -3.142 0.927
H8 0.098 0.209 -2.151
H9 -1.852 2.075 -2.551
H10 2.641 0.807 -0.820
H11 4.045 1.228 -3.435
H12 2.787 1.767 -4.527
H13 -2.349 1.736 -4.212
H14 -1.734 -2.702 2.354
H15 3.285 -0.864 1.595
H16 -0.229 -0.534 -4.734
H17 0.959 0.552 -5.458
H18 2.087 0.475 1.528
H19 -0.329 -1.845 0.805
H20 -1.342 0.528 4.733
H21 -1.977 0.404 -3.114
H22 -2.580 3.606 4.201
H23 2.949 2.521 -2.938
H24 -2.255 -2.539 4.020
H25 -0.751 0.747 -5.835
H26 -0.719 -4.707 2.233
H27 0.668 1.846 -1.931
H28 -2.957 0.233 2.136
H29 0.032 3.580 -3.454
H30 2.035 -0.323 -3.574

(2)
# C17H30FN3O6S

The molecule C17H30FN3O6S (ωB97M-V/def2-TZVPD, the OMol25 dataset).

* molecular weight: 423.507 u
* highest occupied orbital energy: -9.829 eV
* max |F|: 0.17 eV/A
* LUMO level: 0.24 eV
* energy: -48424.96975 eV
* Kohn-Sham gap: 10.069 eV
* structure (SMILES): C[C@@H](CC(=O)N1CC(F)(C(=O)N(CCS(=O)(=O)O)CC(N)=O)C1)CC(C)(C)C
* energy above the lowest of the compared OMol25 structures with the same formula, charge and spin: 14.9 kJ/mol

CARTESIAN COORDINATES (ANGSTROEM)
S1 -2.431 -3.562 -2.691
F1 -0.596 2.674 -2.673
O1 -1.396 -4.394 -3.207
O2 -3.803 -3.760 -3.037
O3 -0.797 -0.150 -5.313
O4 -2.308 -3.674 -1.101
O5 -0.661 2.884 2.481
O6 -1.559 0.065 -0.696
N1 0.130 2.905 0.380
N2 0.383 1.775 -5.471
N3 -0.256 -0.170 -2.519
C1 1.584 1.025 3.024
C2 0.700 -1.740 4.053
C3 -0.472 2.051 -1.436
C4 -2.000 -1.876 -2.982
C5 0.139 -1.154 2.758
C6 -0.568 -1.599 -2.535
C7 1.105 -0.132 2.128
C8 2.946 0.744 3.651
C9 -0.010 0.643 -4.840
C10 -1.210 -0.487 3.034
C11 0.880 2.312 -0.728
C12 1.653 2.337 2.231
C13 0.670 0.359 -3.502
C14 -1.169 2.803 -0.294
C15 -0.831 0.566 -1.536
C16 -0.071 -2.282 1.747
C17 0.281 2.724 1.730
H1 3.248 1.550 4.323
H2 -1.581 3.762 -0.605
H3 -1.900 2.223 0.264
H4 0.127 -2.089 -3.212
H5 0.805 2.523 -4.950
H6 -2.121 -1.709 -4.052
H7 0.834 -0.973 4.819
H8 1.506 3.027 -1.267
H9 0.853 1.188 3.819
H10 1.985 -0.665 1.744
H11 2.942 -0.183 4.222
H12 -2.717 -1.270 -2.431
H13 -1.901 -1.204 3.484
H14 0.870 -2.791 1.521
H15 0.583 0.264 1.250
H16 -0.770 -3.026 2.134
H17 1.433 -0.398 -3.696
H18 -0.089 2.006 -6.331
H19 1.457 1.421 -0.476
H20 1.663 -2.228 3.885
H21 -1.119 0.362 3.713
H22 -0.416 -1.993 -1.530
H23 -0.483 -1.890 0.814
H24 -1.656 -0.121 2.106
H25 2.374 2.245 1.414
H26 1.184 1.234 -3.115
H27 -3.167 -3.463 -0.706
H28 1.997 3.148 2.877
H29 0.013 -2.487 4.455
H30 3.712 0.650 2.876

(3)
# C17H30GeN3O4SeTc

A structure of composition C17H30GeN3O4SeTc in a non-equilibrium geometry (ωB97M-V/def2-TZVPD, the OMol25 dataset).

* molecular weight: 590.014 u
* highest occupied orbital energy (spin up / spin down): -15.670 / -15.763 eV
* max |F|: 2.56 eV/A
* spin multiplicity: 4
* LUMO level (spin up / spin down): -8.43 / -9.86 eV
* energy: -154804.40934 eV
* charge: +3
* Kohn-Sham gap (spin up / spin down): 7.243 / 5.899 eV

CARTESIAN COORDINATES (ANGSTROEM)
Tc1 0.790 1.033 1.873
Se1 0.691 -1.336 0.776
Ge1 -2.802 -3.533 -7.061
O1 -0.334 0.745 3.632
O2 2.176 0.525 3.359
O3 0.765 3.005 2.831
O4 2.607 1.806 1.156
N1 -1.431 -0.093 -3.461
N2 -2.396 4.181 -2.760
N3 -0.363 1.523 0.380
C1 -1.122 -1.845 0.276
C2 1.787 0.145 4.704
C3 -1.372 1.951 -1.897
C4 3.771 1.126 1.749
C5 0.283 -0.126 4.676
C6 -2.235 -5.309 -7.356
C7 -1.479 -2.126 -6.775
C8 -1.928 3.221 -2.304
C9 2.023 3.729 2.635
C10 2.519 3.252 1.311
C11 0.225 3.042 4.155
C12 -0.887 2.000 4.144
C13 -4.698 -3.254 -6.940
C14 0.869 -2.427 2.316
C15 -1.421 0.852 -2.788
C16 -0.813 1.691 -0.690
C17 3.583 0.827 3.248
H1 3.824 1.649 3.968
H2 3.878 0.181 1.230
H3 -0.232 4.032 4.315
H4 1.885 -2.568 2.675
H5 -0.191 0.008 5.648
H6 -0.780 -2.136 -7.649
H7 2.379 -0.719 4.901
H8 -1.291 1.730 5.135
H9 1.943 3.526 0.439
H10 0.078 -3.066 2.672
H11 -4.936 -2.566 -7.721
H12 3.497 3.710 1.023
H13 -1.424 -1.393 -0.649
H14 2.093 0.937 5.385
H15 -4.903 -2.849 -5.985
H16 1.030 2.932 4.936
H17 -0.881 -2.357 -5.909
H18 -2.785 -5.845 -8.107
H19 -1.720 2.286 3.475
H20 4.632 1.807 1.479
H21 -1.174 -5.397 -7.537
H22 0.067 -1.163 4.377
H23 4.180 -0.067 3.624
H24 1.829 4.794 2.587
H25 -1.735 -1.454 1.102
H26 -5.284 -4.206 -7.083
H27 -2.572 -5.793 -6.479
H28 -1.065 -2.939 0.180
H29 -1.892 -1.139 -6.639
H30 2.738 3.461 3.418

(4)
# C17H31Be2Cl2F6InKMgO8PS

A structure of composition C17H31Be2Cl2F6InKMgO8PS in a non-equilibrium geometry (ωB97M-V/def2-TZVPD, the OMol25 dataset).

* molecular weight: 807.607 u
* highest occupied orbital energy: -11.617 eV
* max |F|: 6.63 eV/A
* LUMO level: -10.38 eV
* energy: -123687.45817 eV
* charge: +2
* Kohn-Sham gap: 1.241 eV

CARTESIAN COORDINATES (ANGSTROEM)
In1 -0.861 -0.796 0.749
K1 5.590 2.052 -3.984
Cl1 -3.821 -7.637 -2.664
Cl2 -2.341 -4.600 -2.131
S1 -2.661 0.754 -1.812
P1 -5.454 -1.800 6.872
Mg1 1.816 -2.500 -4.351
F1 -5.438 -2.593 8.214
F2 -6.899 -2.334 6.640
F3 -4.623 -0.935 7.867
F4 -6.334 -0.543 6.603
F5 -4.927 -3.088 6.171
F6 -4.504 -1.309 5.739
O1 5.382 -1.456 -3.338
O2 0.584 4.730 3.142
O3 7.925 3.906 -7.639
O4 6.829 4.998 -6.340
O5 4.723 0.546 -2.430
O6 3.329 -0.765 -3.702
O7 7.396 5.941 -8.224
O8 8.600 -2.042 -0.249
C1 -3.371 -0.153 2.973
C2 0.659 5.214 4.470
C3 -1.784 0.121 2.653
C4 7.384 5.001 -7.444
C5 4.497 -0.459 -3.082
C6 -4.682 1.997 -0.029
C7 -2.988 1.505 5.226
C8 -1.387 1.747 4.904
C9 -1.843 -6.171 -1.454
C10 -4.161 0.595 -0.701
C11 -0.765 1.032 3.564
C12 2.283 0.205 -3.568
C13 -1.061 0.861 -0.843
C14 6.689 -1.209 -2.827
C15 -3.994 0.573 4.329
C16 -2.086 -7.316 -2.425
C17 2.529 1.401 -4.473
Be1 2.964 3.095 -6.594
Be2 -2.895 -2.386 -0.818
H1 0.865 -1.287 1.023
H2 6.661 -0.978 -1.757
H3 -1.072 1.915 -0.289
H4 -5.135 0.375 4.538
H5 -5.573 1.725 0.707
H6 3.434 1.941 -4.181
H7 -5.134 2.748 -0.822
H8 2.673 1.076 -5.508
H9 8.894 -1.913 -1.132
H10 -0.666 2.390 5.564
H11 0.356 1.149 3.233
H12 -1.645 -8.237 -2.030
H13 0.868 4.384 5.150
H14 -3.435 2.045 6.164
H15 -0.297 5.669 4.737
H16 1.687 2.097 -4.431
H17 1.447 4.332 2.934
H18 -1.759 -2.312 0.264
H19 2.165 0.505 -2.521
H20 -3.873 2.536 0.657
H21 -2.378 -6.320 -0.512
H22 -0.083 0.833 -1.490
H23 -1.639 -7.117 -3.403
H24 -5.052 0.211 -1.395
H25 -0.775 -6.093 -1.230
H26 -4.067 -0.193 0.160
H27 1.450 5.965 4.542
H28 7.286 -2.114 -2.968
H29 7.158 -0.393 -3.387
H30 -4.012 -0.830 2.262
H31 1.353 -0.289 -3.869

Which value of energy does entry 2 give?
-48424.96975 eV